(1)
ORCA calculation (ωB97M-V/def2-TZVPD) on C35H48BrN12O2PV as an isolated structure.

Each line ends with the Mulliken spin population.
CARTESIAN COORDINATES (ANGSTROEM)
V1 1.461 -0.402 -0.014  1.160
N1 -0.506 -1.219 2.606  0.005
C1 0.674 -0.739 2.997  0.016
N2 0.835 -0.456 4.281  -0.003
C2 2.058 -0.062 4.640  0.001
N3 2.258 0.334 5.890  0.004
N4 3.139 -0.070 3.815  0.002
C3 2.877 -0.353 2.575  0.020
N5 1.648 -0.599 2.062  -0.050
C4 4.011 -0.502 1.625  0.010
C5 5.318 -0.304 2.021  0.001
C6 6.328 -0.573 1.110  0.000
C7 5.988 -1.045 -0.146  0.000
C8 4.648 -1.202 -0.462  0.006
N6 3.672 -0.926 0.400  -0.015
H1 -1.216 -1.350 3.308  0.000
H2 -0.684 -1.437 1.638  -0.004
H3 1.496 0.318 6.549  0.000
H4 3.182 0.595 6.189  0.000
H5 5.521 0.040 3.023  0.000
H6 7.364 -0.432 1.383  0.000
H7 6.743 -1.287 -0.878  0.000
H8 4.349 -1.565 -1.435  -0.001
Br1 2.009 -2.534 -3.155  0.002
C9 2.406 -0.693 -3.167  0.006
C10 2.859 -0.148 -4.358  -0.001
C11 3.172 1.199 -4.394  0.001
C12 3.008 1.953 -3.242  0.002
C13 2.552 1.326 -2.105  -0.001
N7 2.256 0.008 -2.048  -0.014
C14 2.342 2.110 -0.825  0.002
O1 2.280 3.310 -0.845  -0.001
O2 2.255 1.348 0.232  0.005
H9 2.965 -0.780 -5.227  0.000
H10 3.532 1.650 -5.308  0.000
H11 3.215 3.013 -3.197  0.000
N8 -0.124 0.092 -0.228  -0.222
P1 -1.506 0.991 -0.271  0.041
N9 -1.546 1.694 -1.736  -0.007
C15 -2.412 2.890 -1.881  0.000
C16 -2.893 3.017 -3.317  0.000
C17 -1.721 3.167 -4.289  0.000
C18 -0.533 2.287 -3.865  0.000
C19 -0.996 1.141 -2.978  -0.008
N10 -1.467 2.060 0.949  -0.003
C20 -0.189 2.756 1.238  -0.006
C21 -0.336 3.622 2.491  0.000
C22 -1.230 2.926 3.508  0.001
C23 -2.661 2.830 2.962  0.000
C24 -2.656 2.789 1.433  -0.001
N11 -2.861 0.101 -0.075  -0.012
C25 -3.404 -0.611 -1.251  -0.002
C26 -4.681 -1.339 -0.871  0.000
C27 -4.427 -2.394 0.209  0.000
C28 -3.382 -1.909 1.228  0.000
C29 -3.318 -0.390 1.236  0.001
H12 -1.848 3.781 -1.590  0.000
H13 -3.268 2.802 -1.211  0.000
H14 -3.562 3.875 -3.389  0.000
H15 -3.489 2.137 -3.570  0.000
H16 -1.405 4.210 -4.328  0.000
H17 -2.053 2.902 -5.292  0.000
H18 0.198 2.875 -3.304  0.000
H19 -0.023 1.885 -4.741  0.000
H20 -0.175 0.478 -2.719  0.013
H21 -1.749 0.539 -3.498  -0.001
H22 0.127 3.355 0.379  0.000
H23 0.580 1.999 1.401  0.011
H24 -0.753 4.599 2.237  0.000
H25 0.660 3.808 2.894  0.000
H26 -1.224 3.457 4.459  0.000
H27 -0.833 1.927 3.704  0.000
H28 -3.245 3.698 3.273  0.000
H29 -3.166 1.952 3.369  0.000
H30 -2.626 3.803 1.027  0.000
H31 -3.557 2.323 1.044  0.000
H32 -2.673 -1.334 -1.636  0.002
H33 -3.594 0.114 -2.043  -0.001
H34 -5.102 -1.800 -1.765  0.000
H35 -5.413 -0.606 -0.527  0.000
H36 -4.093 -3.326 -0.251  0.000
H37 -5.365 -2.620 0.715  0.000
H38 -2.391 -2.300 0.970  0.000
H39 -3.618 -2.278 2.227  0.000
H40 -2.642 -0.007 1.996  -0.001
H41 -4.305 0.025 1.458  0.000
C30 0.017 -6.702 -0.119  0.000
C31 0.381 -5.251 -0.103  0.005
C32 -0.404 -4.299 -0.751  -0.005
C33 -0.045 -2.971 -0.713  0.011
N12 1.044 -2.522 -0.064  -0.016
C34 1.799 -3.433 0.565  0.037
C35 1.506 -4.781 0.565  0.001
H42 -0.296 -7.014 -1.114  0.000
H43 -0.821 -6.882 0.557  0.001
H44 0.847 -7.326 0.202  0.000
H45 -1.292 -4.593 -1.293  0.000
H46 -0.634 -2.222 -1.223  0.012
H47 2.674 -3.062 1.081  -0.001
H48 2.163 -5.463 1.087  0.000

## Properties
Orbital gap (alpha / beta) in eV: 8.1424 / 8.3844
Lowest unoccupied orbital energy (alpha / beta) in eV: -5.7 / -5.4
Spin multiplicity: 2
Charge: +2
HOMO (alpha / beta) in Ha: -0.50767 / -0.50826
Strongest force on any atom in eV/Å: 0.305
Total energy in a.u.: -6029.26329
Relative energy (zero: lowest compared OMol25 entry of this formula, charge and spin) in kcal per mole: 0.0



(2)
ORCA calculation (ωB97M-V/def2-TZVPD) on C35H48Cl2N4O5PtS2Te as an isolated structure.

Each line ends with the Mulliken spin population.
CARTESIAN COORDINATES (ANGSTROEM)
Pt1 -1.635 0.615 1.611  0.115
C1 -3.359 -5.417 1.800  0.028
C2 -3.492 -3.951 2.215  -0.004
C3 -3.908 -1.612 1.135  0.030
C4 -3.291 -0.651 2.122  0.004
C5 -2.806 -1.138 3.403  0.460
C6 -2.312 -2.384 3.842  -0.239
C7 -2.529 -3.615 3.314  0.473
S1 -2.523 0.231 4.495  -0.015
O1 -1.865 -0.209 5.705  0.004
O2 -3.779 0.920 4.618  0.013
N1 -1.515 1.079 3.553  0.051
C8 -0.122 1.253 3.985  -0.010
C9 0.698 1.858 2.842  -0.004
O3 1.774 2.386 3.116  0.000
O4 0.208 1.750 1.653  -0.005
H1 -4.123 -5.686 1.068  0.001
H2 -3.475 -6.068 2.669  -0.006
H3 -2.378 -5.605 1.359  -0.004
H4 -3.929 -1.164 0.148  -0.016
H5 -3.993 0.168 2.287  0.004
H6 -1.725 -2.328 4.753  -0.002
H7 -2.041 -4.458 3.793  0.015
H8 0.349 0.298 4.250  0.001
H9 -0.041 1.891 4.860  0.002
Cl1 -1.689 -3.004 0.389  0.013
C10 -3.384 -3.039 0.986  -0.016
Cl2 -5.687 -1.778 1.537  0.007
H10 -4.504 -3.805 2.602  0.030
H11 -3.952 -3.488 0.174  0.000
C11 -0.668 4.898 2.792  0.000
N2 -0.125 4.767 1.451  -0.001
C12 1.333 4.629 1.424  0.000
C13 -0.898 4.250 0.462  0.003
S2 -2.405 3.571 0.759  -0.002
N3 -0.378 4.313 -0.803  0.000
C14 -0.916 3.478 -1.859  0.001
C15 0.396 5.449 -1.268  0.000
H12 -0.043 5.604 3.342  0.000
H13 -0.672 3.939 3.318  0.000
H14 -1.689 5.263 2.747  0.000
H15 1.645 3.994 2.257  0.000
H16 1.823 5.604 1.500  0.000
H17 1.648 4.128 0.514  0.000
H18 -1.118 2.483 -1.475  0.002
H19 -0.171 3.410 -2.654  0.000
H20 -1.843 3.890 -2.274  0.000
H21 0.501 6.187 -0.479  0.000
H22 -0.129 5.920 -2.105  0.000
H23 1.392 5.154 -1.612  0.000
C16 -3.871 0.893 -1.006  0.001
C17 -2.544 0.203 -1.273  0.000
O5 -2.406 -0.360 -2.382  0.003
N4 -1.616 0.252 -0.317  -0.026
Te1 0.139 -0.360 -1.738  0.078
C18 1.057 -1.781 -3.132  0.010
C19 1.700 -2.974 -2.792  -0.014
C20 1.723 -3.520 -1.396  0.010
C21 2.343 -3.699 -3.796  -0.001
C22 2.332 -3.294 -5.121  0.001
C23 3.043 -4.085 -6.188  0.000
C24 1.629 -2.140 -5.444  0.000
C25 0.975 -1.385 -4.478  0.003
C26 0.210 -0.156 -4.918  0.003
C27 1.872 -0.140 -0.492  0.009
C28 2.874 0.702 -1.002  -0.003
C29 2.843 1.290 -2.395  0.004
C30 3.959 1.028 -0.191  -0.001
C31 4.071 0.557 1.106  0.000
C32 5.206 0.969 2.003  0.000
C33 3.086 -0.296 1.577  -0.001
C34 1.987 -0.656 0.810  -0.003
C35 0.973 -1.573 1.445  0.009
H24 -4.661 0.256 -1.404  -0.001
H25 -3.879 1.840 -1.544  0.000
H26 -4.027 1.102 0.047  0.001
H27 0.745 -3.395 -0.933  -0.001
H28 2.460 -2.997 -0.784  -0.001
H29 1.969 -4.582 -1.403  0.000
H30 2.853 -4.620 -3.526  0.000
H31 3.498 -4.983 -5.770  0.000
H32 3.834 -3.489 -6.650  0.000
H33 2.355 -4.387 -6.980  0.000
H34 1.575 -1.824 -6.483  0.000
H35 0.063 -0.173 -5.998  0.000
H36 0.757 0.756 -4.662  -0.001
H37 -0.767 -0.092 -4.438  -0.001
H38 1.921 1.845 -2.573  -0.002
H39 2.904 0.506 -3.156  -0.001
H40 3.687 1.966 -2.536  0.000
H41 4.721 1.698 -0.582  0.000
H42 5.857 1.693 1.511  0.000
H43 5.812 0.106 2.291  0.000
H44 4.810 1.420 2.916  0.000
H45 3.151 -0.662 2.596  0.000
H46 1.195 -1.705 2.505  -0.001
H47 0.966 -2.559 0.989  -0.003
H48 -0.037 -1.173 1.363  -0.006

## Properties
Orbital gap (alpha / beta) in eV: 4.4306 / 5.4070
Lowest unoccupied orbital energy (alpha / beta) in eV: 0.5 / 0.6
Spin multiplicity: 2
Charge: -1
HOMO (alpha / beta) in Ha: -0.14300 / -0.17787
Strongest force on any atom in eV/Å: 1.072
Total energy in a.u.: -4061.79177
Relative energy (zero: lowest compared OMol25 entry of this formula, charge and spin) in kcal per mole: 53.5



(3)
ORCA calculation (ωB97M-V/def2-TZVPD) on C35H48Cl2N6O3Si3TeTi as an isolated structure.

Each line ends with the Mulliken spin population.
CARTESIAN COORDINATES (ANGSTROEM)
Ti1 -0.291 0.425 0.540  0.902
O1 -2.795 1.393 3.914  0.008
C1 -2.212 2.597 4.126  0.000
C2 -2.661 3.336 5.220  -0.001
C3 -2.106 4.567 5.516  -0.001
C4 -1.087 5.080 4.716  0.001
C5 -0.645 4.343 3.630  0.003
C6 -1.189 3.097 3.327  -0.002
C7 -0.646 2.321 2.173  0.005
O2 -1.456 1.230 1.730  -0.017
N1 -0.271 3.149 1.025  0.110
N2 -0.102 2.355 0.077  -0.006
C8 -0.194 2.696 -1.254  0.010
C9 -1.060 1.840 -1.936  -0.045
C10 -1.544 2.100 -3.256  -0.007
C11 -2.603 1.392 -3.735  -0.001
C12 -3.216 0.392 -2.947  -0.010
C13 -2.645 0.120 -1.731  0.012
N3 -1.579 0.767 -1.243  -0.016
H1 -2.412 0.998 3.097  -0.010
H2 -3.451 2.910 5.825  0.000
H3 -2.464 5.126 6.372  0.000
H4 -0.641 6.041 4.935  0.000
H5 0.154 4.715 3.003  0.000
H6 0.094 3.679 -1.597  0.004
H7 -1.071 2.877 -3.841  0.000
H8 -2.982 1.606 -4.728  0.000
H9 -4.081 -0.161 -3.282  -0.001
H10 -3.038 -0.670 -1.099  0.019
C14 1.781 -2.097 1.139  0.008
O3 1.783 -0.933 0.317  -0.014
Si1 3.184 -0.606 -0.711  0.002
C15 3.255 -1.993 -1.980  0.001
C16 4.625 -1.102 0.397  0.001
C17 3.120 1.048 -1.315  0.003
Si2 4.043 2.344 -0.430  0.002
C18 3.069 3.927 -0.150  -0.003
C19 4.711 1.939 1.280  0.000
C20 5.654 2.893 -1.291  0.000
Si3 2.946 1.398 -3.075  0.004
C21 2.733 3.244 -3.457  -0.001
C22 4.377 0.805 -4.169  0.000
C23 1.424 0.744 -3.986  0.001
H11 2.794 -2.346 1.459  0.001
H12 1.353 -2.947 0.599  -0.003
H13 1.178 -1.896 2.023  -0.003
H14 4.311 -2.214 -2.161  0.000
H15 2.792 -1.765 -2.933  0.000
H16 2.787 -2.904 -1.595  0.000
H17 4.729 -2.190 0.432  0.000
H18 4.553 -0.731 1.416  0.000
H19 5.540 -0.696 -0.043  0.000
H20 2.264 3.744 0.567  0.003
H21 2.625 4.308 -1.066  0.000
H22 3.720 4.703 0.268  0.001
H23 4.902 2.891 1.786  0.001
H24 5.651 1.392 1.221  0.000
H25 4.010 1.385 1.905  0.002
H26 5.531 3.228 -2.319  0.000
H27 6.354 2.052 -1.307  0.000
H28 6.120 3.708 -0.727  0.000
H29 3.534 3.887 -3.105  0.000
H30 1.805 3.603 -3.002  0.001
H31 2.650 3.369 -4.542  0.000
H32 5.345 1.051 -3.733  0.000
H33 4.324 1.250 -5.168  0.000
H34 4.331 -0.282 -4.281  0.000
H35 0.502 1.040 -3.476  0.001
H36 1.411 -0.335 -4.120  0.000
H37 1.422 1.202 -4.981  0.000
C24 -2.202 -2.642 3.234  -0.061
C25 -1.461 -1.619 2.684  0.179
N4 -1.288 -1.521 1.342  0.002
C26 -1.882 -2.429 0.583  0.050
C27 -2.679 -3.503 1.032  -0.179
C28 -2.813 -3.594 2.433  0.194
C29 -3.193 -4.427 0.063  0.209
C30 -4.146 -5.433 0.188  0.139
C31 -5.217 -5.581 1.100  0.097
C32 -5.730 -4.544 1.929  0.067
C33 -6.803 -4.817 2.728  -0.012
N5 -7.422 -6.014 2.783  0.118
C34 -6.893 -6.912 1.943  -0.019
N6 -5.870 -6.788 1.124  0.061
H38 -2.295 -2.689 4.312  -0.005
H39 -0.964 -0.867 3.287  0.011
H40 -1.722 -2.328 -0.482  0.063
H41 -3.372 -4.407 2.875  0.065
H42 -2.667 -4.396 -0.888  0.005
H43 -4.128 -6.212 -0.568  0.020
H44 -5.302 -3.552 1.908  0.038
H45 -7.210 -4.033 3.362  0.003
H46 -7.377 -7.886 1.937  -0.002
Cl1 0.231 -1.732 -1.941  0.010
C35 -0.855 -2.218 -3.235  -0.007
Cl2 -0.248 -3.658 -4.088  0.000
H47 -0.928 -1.400 -3.945  0.001
H48 -1.823 -2.462 -2.808  0.003
Te1 1.207 1.226 2.848  -0.014

## Properties
Orbital gap (alpha / beta) in eV: 4.7009 / 6.0186
Lowest unoccupied orbital energy (alpha / beta) in eV: 3.9 / 3.8
Spin multiplicity: 3
Charge: -2
HOMO (alpha / beta) in Ha: -0.03064 / -0.08130
Strongest force on any atom in eV/Å: 2.578
Total energy in a.u.: -4823.27017
Relative energy (zero: lowest compared OMol25 entry of this formula, charge and spin) in kcal per mole: 0.0